Record 1
The following is a quantum chemistry calculation of C8H24CrO8S as an isolated structure, from the Open Molecules 2025 dataset.

Output
* molar mass: 332.33 g mol⁻¹
* multiplicity: 6
* total charge: +1
* HOMO (spin up / spin down): -10.73 / -14.15 eV
* strongest force on any atom: 2.676 eV/A

Atoms and positions in Å:
Cr: 0.71068 0.24633 -0.07296
S: 3.26798 0.16091 -0.63248
O: 3.91611 -0.99835 -1.23507
O: 2.54141 -0.20821 0.58679
O: 4.14133 1.30281 -0.43562
O: 2.09381 0.53119 -1.45632
C: -0.65029 -0.22788 -3.23587
C: -1.45585 0.80377 -2.41398
O: -1.21450 0.56154 -1.04342
H: -0.90941 -1.25041 -2.96130
H: 0.43299 -0.10749 -3.24736
H: -0.92713 -0.08287 -4.28011
H: -2.53504 0.67704 -2.49988
H: -1.28693 1.85627 -2.64161
H: -1.98410 0.90507 -0.58373
C: -0.55176 -1.66594 3.50391
C: -1.12450 -0.84122 2.37001
O: -0.13862 0.06913 1.88789
H: 0.11276 -1.08502 4.14348
H: 0.09457 -2.45423 3.11797
H: -1.33292 -2.19370 4.05104
H: -1.97792 -0.18934 2.55669
H: -1.54861 -1.44727 1.56943
H: -0.01442 0.73219 2.57092
C: -0.24795 -3.89455 0.48498
C: -0.35420 -2.86573 -0.69998
O: 0.62178 -1.86377 -0.48100
H: 0.77156 -4.22346 0.68633
H: -0.70029 -4.86140 0.26435
H: -0.71126 -3.53610 1.40419
H: -1.29249 -2.32525 -0.82495
H: -0.18565 -3.35380 -1.65992
H: 1.42759 -2.24072 -0.84182
C: -0.17615 4.47610 -0.34590
C: -0.02519 3.43044 0.83893
O: 0.80805 2.36076 0.39842
H: -0.43311 3.99185 -1.28800
H: 0.69790 5.11282 -0.48277
H: -1.01386 5.15348 -0.17998
H: -0.97595 2.93235 1.02883
H: 0.45111 3.84936 1.72536
H: 1.67847 2.76331 0.35450

These are the Mulliken partial charges, in e, on atoms 1 to 2: number 1, Cr, carries 0.41; number 2, S, carries 1.33

Record 2
The following is a quantum chemistry calculation of a 9-piece molecular cluster, C6H29NO9 overall, from the Open Molecules 2025 dataset.

Output
* molar mass: 259.30 g mol⁻¹
* multiplicity: 2
* total charge: +1
* HOMO (spin up / spin down): -13.86 / -13.86 eV
* strongest force on any atom: 3.799 eV/A

Atoms and positions in Å:
C: -2.30982 -0.79773 0.04441
N: -1.40102 0.26213 0.50197
C: -0.61045 0.23507 1.77088
C: -1.41193 -0.21941 2.99106
O: -0.98068 -0.25036 4.10007
C: -1.74481 -1.51031 -1.16565
C: -0.03922 -3.11557 -1.97455
C: -0.81823 -2.68941 -0.72217
H: -3.20769 -0.25316 -0.32855
H: -2.59783 -1.38132 0.90852
H: -0.67572 0.19800 -0.21943
H: -0.08926 1.19438 1.76601
H: 0.13061 -0.61279 1.65645
H: -2.37318 -0.67423 2.69321
H: -2.51976 -1.98327 -1.78078
H: -1.25305 -0.83717 -1.88064
H: -0.70573 -2.93699 -2.80314
H: 0.12610 -4.19336 -2.11771
H: 0.94333 -2.66134 -2.10176
H: -0.21031 -2.31566 0.10572
H: -1.45941 -3.52663 -0.43246
H: 3.34207 -1.15219 -0.76031
H: 1.98480 -0.79900 -0.19664
O: 2.55934 -0.61569 -0.94109
H: 1.42083 0.92159 4.14191
H: 2.13008 1.66214 2.89284
O: 2.21534 1.03572 3.61298
H: 0.58938 3.32852 -0.63558
H: -0.17979 4.01627 0.54992
O: 0.20158 3.19442 0.23490
H: -1.83443 2.61913 -0.54276
H: -2.80585 1.76335 -0.13568
O: -2.66812 2.30529 -0.92652
H: 2.48366 -0.55415 2.78249
H: 1.93361 -2.10737 2.36503
O: 1.90493 -1.16323 2.27288
H: -0.84561 1.92281 -3.45958
H: -0.10785 0.65745 -3.18764
O: -0.87617 1.15843 -2.87319
H: 1.95904 1.95225 -0.74802
H: 2.92272 1.10272 -1.39523
O: 2.40905 1.88689 -1.60136
H: 2.20860 -0.60786 -3.53470
H: 0.81089 -1.40097 -3.59481
O: 1.35398 -0.71497 -3.95273

These are the Mulliken partial charges, in e, on atoms 1 to 2: number 1, C, carries -0.22; number 2, N, carries 0.35

Record 3
The following is a quantum chemistry calculation of a 4-piece molecular cluster, H7O3S overall, from the Open Molecules 2025 dataset.

Output
* molar mass: 87.12 g mol⁻¹
* total charge: -1
* HOMO: -3.96 eV
* strongest force on any atom: 1.011 eV/A

Atoms and positions in Å:
S: 0.26686 -0.64617 -0.30055
H: -0.22576 -1.89031 -0.40751
H: -2.12161 1.53103 0.74198
H: -1.09737 0.56265 1.30686
O: -1.80282 1.18004 1.58485
H: 3.68803 -0.34056 0.62400
H: 2.33991 -0.98369 0.47746
O: 3.26334 -1.20478 0.76888
H: -1.08219 0.89377 -1.43889
H: -2.52155 0.58470 -1.51319
O: -1.91877 1.30003 -1.75525

These are the Mulliken partial charges, in e, on atoms 1 to 2: number 1, S, carries -0.92; number 2, H, carries 0.02